{
  "formula": "C33H36N3O2RuSiTe",
  "method": "ωB97M-V with the def2-TZVPD basis set",
  "elements": ["Ru", "C", "O", "C", "N", "C", "C", "C", "C", "C", "C", "C", "C", "C", "C", "C", "C", "N", "C", "N", "C", "C", "O", "C", "C", "C", "C", "C", "C", "H", "H", "H", "H", "H", "H", "H", "H", "H", "H", "H", "H", "H", "H", "H", "H", "H", "H", "H", "C", "Te", "C", "H", "H", "H", "H", "H", "H", "C", "Si", "C", "C", "C", "C", "C", "C", "C", "H", "H", "H", "H", "H", "H", "H", "H", "H", "H", "H"],
  "xyz": [[-0.015256, -0.334705, 0.046549], [-3.542375, -1.714717, -2.324277], [-2.698885, -2.832635, -1.867018], [-1.731240, -2.278919, -1.180992], [-1.633206, -0.986322, -1.193354], [-2.567744, -0.537483, -2.263027], [-3.122041, 0.852220, -2.122912], [-4.311342, 1.184011, -2.764010], [-4.749578, 2.501580, -2.787011], [-3.994459, 3.500134, -2.188628], [-2.809708, 3.177199, -1.539489], [-2.380919, 1.860454, -1.508335], [-0.715118, -3.077691, -0.490717], [-0.592652, -4.457588, -0.460989], [0.523736, -5.002664, 0.166076], [1.487162, -4.171861, 0.730834], [1.294956, -2.802120, 0.661323], [0.208776, -2.286239, 0.075347], [2.187521, -1.744243, 1.167468], [1.921077, -0.500605, 0.953371], [3.021242, 0.298539, 1.565680], [3.860052, -0.796666, 2.277182], [3.249489, -2.064561, 1.854885], [3.813516, 1.105048, 0.570013], [3.968436, 2.473149, 0.762247], [4.760076, 3.216874, -0.103579], [5.398883, 2.593417, -1.166929], [5.256154, 1.223020, -1.358625], [4.472853, 0.480413, -0.487137], [-4.390899, -1.635728, -1.643291], [-3.882818, -1.956497, -3.325485], [-1.981440, -0.565556, -3.186154], [-4.899593, 0.425139, -3.266333], [-5.677402, 2.749717, -3.283858], [-4.331749, 4.526940, -2.220513], [-2.232656, 3.954202, -1.054601], [-1.505103, 1.585881, -0.916902], [-1.343324, -5.080958, -0.928167], [0.650037, -6.076414, 0.203729], [2.370746, -4.572203, 1.209645], [2.576259, 0.973064, 2.296467], [3.799165, -0.760454, 3.361965], [4.897773, -0.815470, 1.957336], [3.481507, 2.961963, 1.598805], [4.890302, 4.277952, 0.060437], [6.026748, 3.168884, -1.833531], [5.777535, 0.732765, -2.170029], [4.406224, -0.595797, -0.619127], [0.241815, 0.390182, -3.874314], [1.435951, 0.075348, -2.143935], [1.597495, 2.162453, -1.758383], [0.901547, 0.941970, -4.543267], [-0.639278, 0.987011, -3.656707], [0.001068, -0.566039, -4.332023], [0.867852, 2.668330, -2.386310], [2.612510, 2.466229, -2.003456], [1.407976, 2.366560, -0.706650], [-3.155568, -1.879126, 1.432983], [-2.228419, -0.291118, 1.339910], [-3.307837, 1.188031, 1.436210], [-0.647605, -0.227730, 2.318219], [-0.340594, -1.345552, 3.129293], [0.366715, -1.196664, 4.304162], [0.777991, 0.074662, 4.701723], [0.486940, 1.198492, 3.931755], [-0.215817, 1.050436, 2.753274], [-3.758129, -1.804109, 2.346004], [-2.565713, -2.790300, 1.508802], [-3.867761, -1.980421, 0.611941], [-3.780145, 1.113783, 2.423721], [-4.097071, 1.150471, 0.684116], [-2.806627, 2.149849, 1.366028], [-0.690740, -2.330940, 2.844584], [0.575014, -2.052368, 4.932494], [1.313891, 0.191918, 5.635579], [0.791297, 2.181066, 4.266712], [-0.467477, 1.933104, 2.173196]],
  "forces_ev_per_a": [[-0.3, 0.3, 0.0], [0.0, 0.0, -0.1], [0.1, 0.0, 0.0], [0.0, 0.0, -0.1], [0.0, -0.3, 0.3], [-0.1, 0.1, -0.1], [0.0, 0.0, 0.0], [0.0, 0.0, 0.0], [0.0, 0.0, 0.0], [0.0, 0.0, 0.0], [0.0, 0.0, 0.0], [-0.1, -0.2, 0.1], [0.0, -0.1, 0.0], [0.0, 0.1, 0.0], [0.0, 0.0, 0.0], [0.0, 0.0, 0.0], [0.0, 0.0, 0.0], [0.0, 0.0, -0.1], [0.0, 0.0, 0.0], [-0.1, -0.3, 0.0], [0.1, 0.0, 0.1], [0.0, 0.0, -0.1], [0.0, 0.1, 0.0], [0.0, 0.0, 0.0], [-0.1, 0.0, -0.1], [0.0, 0.0, 0.0], [0.0, 0.0, 0.0], [0.0, 0.0, 0.0], [0.0, 0.0, 0.0], [0.0, 0.0, 0.0], [0.0, 0.0, 0.0], [0.0, 0.0, 0.0], [0.0, 0.0, 0.0], [0.0, 0.0, 0.0], [0.0, 0.0, 0.0], [0.0, 0.0, 0.0], [0.2, 0.2, -0.3], [0.0, 0.0, 0.0], [0.0, 0.0, 0.0], [0.0, 0.0, 0.0], [0.0, 0.0, 0.0], [0.0, 0.0, 0.0], [0.0, 0.0, 0.0], [0.0, 0.0, 0.0], [0.0, 0.0, 0.0], [0.0, 0.0, 0.0], [0.0, 0.0, 0.0], [0.0, 0.0, 0.0], [0.1, 0.0, 0.0], [0.0, 0.1, 0.0], [0.0, 0.0, 0.0], [0.0, 0.0, 0.0], [0.0, 0.0, 0.1], [0.0, 0.0, 0.0], [0.0, 0.0, 0.0], [0.0, 0.0, 0.0], [0.0, 0.0, 0.0], [-0.1, 0.0, 0.1], [0.2, -0.2, -0.1], [0.0, 0.0, -0.1], [0.1, 0.2, 0.1], [0.0, 0.0, -0.1], [0.0, 0.0, 0.0], [0.0, 0.1, 0.0], [0.0, 0.0, 0.0], [-0.1, -0.1, 0.0], [0.0, -0.1, 0.0], [0.0, 0.0, 0.0], [0.0, 0.0, 0.0], [0.0, 0.0, 0.0], [0.0, 0.0, 0.0], [0.0, 0.0, 0.0], [0.0, 0.0, 0.0], [0.0, 0.0, 0.0], [0.0, 0.0, 0.0], [0.0, 0.0, 0.0], [0.0, 0.0, 0.0]],
  "lowdin_charge": [0.8426, -0.0082, 0.0934, -0.3592, -0.0191, -0.2239, -0.2022, -0.0066, -0.0248, -0.0348, -0.0585, -0.1093, -0.1502, 0.0819, 0.0410, 0.0842, -0.1414, -0.0067, -0.3401, 0.0196, -0.2024, 0.0150, 0.0859, -0.2350, -0.0346, -0.0456, -0.0471, -0.0534, -0.0951, 0.1420, 0.1544, 0.1315, 0.1268, 0.1270, 0.1251, 0.1188, 0.0637, 0.1502, 0.1431, 0.1496, 0.1248, 0.1404, 0.1468, 0.1213, 0.1228, 0.1238, 0.1221, 0.1151, -0.3722, 1.4319, -0.3428, 0.0331, 0.0081, 0.0231, 0.0253, 0.0148, 0.0043, -0.1302, 0.7372, -0.1378, -0.3899, -0.0788, -0.0155, 0.0070, -0.0366, -0.0880, 0.0792, 0.0471, 0.0518, 0.0768, 0.0602, 0.0471, 0.1130, 0.1326, 0.1361, 0.1328, 0.1155],
  "energy_ev": -61099.307,
  "orbital_gap_ev": 6.795,
  "total_charge": 3,
  "multiplicity": 1,
  "max_force_ha_per_bohr": 0.0085,
  "de_lowest_kj_mol": 11.36
}



{
  "formula": "C33H37B2Cl48FN6O5",
  "method": "ωB97M-V with the def2-TZVPD basis set",
  "elements": ["C", "C", "O", "B", "O", "C", "C", "C", "C", "N", "N", "N", "C", "C", "C", "C", "C", "C", "N", "C", "N", "C", "F", "C", "O", "N", "C", "C", "B", "O", "O", "H", "H", "H", "H", "H", "H", "H", "H", "H", "H", "H", "H", "H", "H", "H", "H", "H", "H", "H", "H", "H", "C", "Cl", "Cl", "Cl", "H", "C", "Cl", "Cl", "Cl", "H", "C", "Cl", "Cl", "Cl", "H", "C", "Cl", "Cl", "Cl", "H", "C", "Cl", "Cl", "Cl", "H", "C", "Cl", "Cl", "Cl", "H", "C", "Cl", "Cl", "Cl", "H", "C", "Cl", "Cl", "Cl", "H", "C", "Cl", "Cl", "Cl", "H", "C", "Cl", "Cl", "Cl", "H", "C", "Cl", "Cl", "Cl", "H", "C", "Cl", "Cl", "Cl", "H", "C", "Cl", "Cl", "Cl", "H", "C", "Cl", "Cl", "Cl", "H", "C", "Cl", "Cl", "Cl", "H", "C", "Cl", "Cl", "Cl", "H"],
  "xyz": [[4.211328, -1.722427, -1.240120], [4.043813, -0.615292, -2.306362], [3.870861, -1.110967, -3.647265], [2.591748, -1.509963, -3.988093], [2.463178, -2.578352, -4.880064], [1.260763, -0.808783, -3.495352], [0.096677, -1.522467, -3.001908], [0.038438, -3.043926, -2.929111], [0.503064, -3.709889, -1.588651], [0.089782, -3.039573, -0.379680], [-0.141308, -5.054701, -1.535175], [1.936154, -3.938773, -1.541710], [-1.021924, -0.815202, -2.623772], [-2.275295, -1.513892, -2.126925], [-3.091838, -2.114396, -3.069271], [-4.265797, -2.717897, -2.615237], [-4.536482, -2.683839, -1.247775], [-3.615869, -2.056167, -0.429567], [-2.501824, -1.453651, -0.823899], [-1.075791, 0.607593, -2.671502], [-2.233944, 1.221665, -2.249485], [-2.122434, 2.495326, -2.316152], [-3.183932, 3.216788, -1.929907], [-0.989994, 3.239202, -2.791059], [-1.052226, 4.611407, -2.786826], [0.075554, 2.656061, -3.225225], [0.042568, 1.279896, -3.146749], [1.191024, 0.561022, -3.569810], [2.418082, 1.400139, -4.148096], [3.013109, 2.327827, -3.326974], [2.935976, 1.196612, -5.438577], [5.075324, -1.488948, -0.608942], [4.337338, -2.714717, -1.680552], [3.347351, -1.725292, -0.562432], [5.005695, -0.079793, -2.311221], [3.294863, 0.119670, -1.991848], [2.846542, -3.377354, -4.499212], [0.639372, -3.515771, -3.719558], [-0.981521, -3.397582, -3.108688], [0.310756, -2.052514, -0.375032], [-0.869299, -3.221700, -0.132412], [0.199711, -5.607910, -2.313372], [-1.152593, -4.963304, -1.565637], [2.186009, -4.852845, -1.899209], [2.272484, -3.868268, -0.589927], [-2.841093, -2.098695, -4.127754], [-4.943401, -3.172266, -3.323647], [-5.450545, -3.143785, -0.881272], [-3.813725, -2.039755, 0.655697], [-0.834901, 4.866920, -1.875571], [3.247550, 3.112547, -3.839027], [2.353572, 1.681226, -6.043418], [4.389379, -0.624037, -7.765438], [4.747816, 0.814329, -8.729863], [4.176737, -2.031094, -8.804419], [5.659926, -0.916010, -6.584896], [3.463788, -0.452164, -7.229141], [-4.067544, -0.327750, 3.524297], [-3.521939, 0.994433, 2.492624], [-4.462976, -1.737694, 2.528640], [-2.840137, -0.741287, 4.717974], [-4.962245, -0.015280, 4.048378], [-1.158573, 4.184337, 1.626223], [-0.347863, 3.782488, 3.139570], [-0.216763, 5.371291, 0.711862], [-1.431682, 2.736024, 0.659552], [-2.120291, 4.623308, 1.861670], [2.791407, 8.100999, 2.272230], [2.835181, 9.843422, 2.541880], [1.676344, 7.315995, 3.393419], [2.340761, 7.746703, 0.602290], [3.783332, 7.704876, 2.449473], [6.890700, 2.347942, -11.880230], [7.253777, 0.666946, -11.491254], [6.114689, 3.154925, -10.513352], [8.356963, 3.207689, -12.358772], [6.202353, 2.361581, -12.715693], [-1.080401, -4.109657, 6.714159], [-1.039528, -2.381169, 7.086665], [-2.207772, -4.944602, 7.784700], [-1.514373, -4.359043, 5.024485], [-0.090545, -4.517368, 6.876520], [5.060374, 11.752468, 5.426542], [5.169776, 10.067279, 5.937075], [4.399467, 12.754895, 6.720119], [6.639055, 12.354366, 4.915474], [4.387356, 11.805189, 4.579595], [1.206670, -4.701273, -9.474675], [1.491494, -4.149564, -7.824769], [1.050472, -3.328681, -10.574897], [2.502443, -5.778321, -10.005360], [0.277175, -5.255916, -9.492695], [-3.688697, -6.682678, -4.442695], [-3.716722, -4.966453, -4.009560], [-2.082749, -7.365870, -4.173568], [-4.905940, -7.570886, -3.524840], [-3.924012, -6.774062, -5.495856], [-1.334290, 10.585085, 3.810598], [0.152730, 11.393544, 4.314607], [-0.980612, 9.187080, 2.788772], [-2.278092, 10.100151, 5.219698], [-1.922426, 11.287473, 3.233664], [-4.328485, -7.174077, 3.706052], [-2.860375, -7.770630, 4.484911], [-4.286122, -5.415232, 3.555417], [-4.542823, -7.932765, 2.127643], [-5.174135, -7.440436, 4.328083], [8.443868, -1.006221, -0.066371], [7.638171, -1.801468, -1.419500], [7.292465, -0.046533, 0.868507], [9.248592, -2.190758, 0.965536], [9.196261, -0.337671, -0.465185], [-3.263644, -2.501902, 10.722392], [-2.383374, -1.658549, 12.000068], [-3.308051, -4.237161, 11.035477], [-4.895398, -1.852187, 10.559534], [-2.740572, -2.341667, 9.786339], [-5.761582, 2.144535, 9.619200], [-4.290922, 1.579032, 10.409705], [-5.710884, 3.892412, 9.375471], [-6.003179, 1.307962, 8.081892], [-6.601619, 1.916929, 10.263310], [-4.983576, -12.005657, 2.169445], [-5.899657, -13.082965, 3.228369], [-4.187891, -10.736987, 3.101155], [-3.805076, -12.917526, 1.222919], [-5.678019, -11.536576, 1.483221], [-2.277604, 11.770965, 8.959306], [-1.581502, 12.010628, 10.564220], [-3.503252, 12.997153, 8.622984], [-1.021636, 11.790048, 7.721830], [-2.756954, 10.800067, 8.940654]],
  "forces_ev_per_a": [[-0.4, 0.5, 0.3], [1.6, 0.2, 0.6], [-1.4, -0.3, 0.9], [0.3, -0.7, -0.5], [-0.2, 0.2, 0.4], [-0.7, -0.3, 0.3], [0.4, -0.3, -0.5], [0.6, 0.0, -0.1], [-1.0, -1.4, 0.3], [0.8, -0.1, 0.0], [0.3, 0.5, 0.5], [0.4, 0.8, -0.6], [-0.5, -0.2, 0.4], [1.4, 0.9, -1.0], [-0.9, -0.2, 0.3], [0.2, 0.9, 0.3], [0.0, -0.2, -1.1], [-0.7, -0.3, 1.5], [-0.4, -0.4, -0.2], [-0.2, -1.5, 0.2], [1.1, 0.8, -0.5], [-1.0, 0.2, 0.1], [0.2, 0.0, -0.1], [0.4, 0.5, -0.2], [0.1, -0.6, 0.4], [-0.8, -0.4, 0.2], [0.5, 0.4, -0.3], [0.7, 0.4, -0.3], [0.4, 0.0, 0.5], [-0.6, 0.0, -0.3], [-0.8, 0.6, 0.2], [-0.1, -0.1, -0.2], [0.0, 0.2, 0.0], [0.1, -0.3, -0.3], [-0.4, 0.0, -0.3], [-0.1, -0.3, -0.3], [0.4, 0.1, -0.3], [-0.1, 0.4, 0.1], [0.2, 0.3, 0.1], [-0.4, 0.0, -0.1], [0.0, 0.3, -0.1], [-0.4, 0.0, -0.1], [0.1, -0.2, -0.3], [-0.1, 0.0, 0.0], [-0.2, -0.1, 0.0], [0.1, 0.0, 0.2], [-0.2, 0.3, 0.2], [0.3, 0.1, 0.2], [0.5, 0.0, -1.6], [-0.1, 0.3, -0.1], [0.6, -0.2, 0.1], [0.2, -0.4, -0.3], [0.0, 0.0, 0.1], [-0.1, -0.1, 0.1], [0.0, 0.0, -0.1], [0.0, 0.0, 0.0], [0.1, 0.0, 0.0], [0.1, 0.1, 0.0], [-0.1, -0.1, 0.1], [-0.5, 0.1, 1.3], [-0.1, 0.0, 0.0], [0.0, 0.0, 0.0], [0.1, -0.1, 0.0], [0.0, 0.1, 0.0], [0.0, 0.0, 0.0], [0.1, 0.1, 0.1], [0.0, 0.0, 0.0], [-0.1, -0.1, 0.1], [0.1, 0.0, 0.0], [0.3, -0.1, 0.0], [0.1, 0.0, 0.0], [0.0, 0.0, 0.0], [0.1, -0.1, 0.1], [0.0, 0.0, 0.0], [0.0, 0.1, -0.1], [-0.1, 0.0, 0.0], [0.0, 0.0, 0.0], [-0.1, 0.0, -0.2], [0.1, 0.0, 0.1], [0.1, 0.0, 0.0], [0.2, 0.0, 0.2], [0.0, 0.0, 0.0], [0.0, 0.0, 0.1], [0.0, 0.0, 0.0], [0.0, 0.0, -0.1], [0.0, 0.0, 0.0], [0.0, 0.0, 0.0], [0.1, 0.1, 0.1], [-0.1, 0.0, 0.0], [0.0, 0.0, 0.0], [0.0, 0.0, 0.0], [0.0, 0.0, 0.0], [0.1, 0.0, 0.0], [0.3, -1.1, -0.3], [0.0, 0.0, 0.0], [0.0, 0.0, 0.0], [0.0, 0.0, 0.0], [0.0, -0.1, 0.0], [0.0, 0.0, 0.0], [-0.2, 0.2, 0.0], [-0.1, -0.1, -0.3], [0.0, 0.0, 0.0], [0.0, 0.0, -0.1], [-0.1, 0.0, 0.0], [-0.2, -0.1, 0.0], [-0.1, 0.8, -0.2], [0.0, 0.0, 0.0], [-0.1, -0.1, 0.0], [0.2, 0.0, 0.0], [0.0, 0.0, 0.0], [0.0, 0.0, 0.0], [0.0, 0.0, 0.0], [0.0, 0.0, 0.0], [0.0, 0.0, -0.1], [0.0, 0.0, 0.1], [0.0, -0.1, 0.0], [0.0, 0.0, 0.0], [0.1, 0.0, 0.0], [0.0, 0.1, 0.0], [0.0, 0.0, 0.0], [0.0, 0.0, 0.0], [0.0, 0.0, 0.0], [0.1, -0.1, 0.1], [0.0, 0.0, 0.0], [0.1, -0.8, 0.2], [0.0, 0.0, 0.0], [0.0, 0.0, 0.0], [0.1, 0.1, 0.0], [0.0, 0.0, 0.0], [0.0, -0.1, 0.0], [0.1, 0.1, 0.2], [0.0, 0.0, 0.0]],
  "lowdin_charge": [-0.0860, -0.2063, 0.0627, -0.6032, 0.1177, 0.0366, -0.0701, -0.0567, -0.6365, 0.1074, 0.0727, 0.0971, -0.0516, -0.2687, -0.0659, -0.1793, -0.0466, -0.1725, 0.1384, -0.1309, 0.2506, -0.3349, 0.0872, -0.3098, 0.0641, 0.2440, -0.1388, 0.0117, -0.5921, 0.1753, 0.1285, 0.0042, 0.0728, 0.0660, 0.1174, 0.1117, 0.1055, 0.1118, 0.0866, 0.0801, 0.0624, 0.0578, 0.0608, 0.0798, 0.0760, 0.1241, 0.0439, 0.1094, -0.0397, 0.0559, 0.1180, 0.1204, -1.5400, 0.4962, 0.5171, 0.5714, -0.0060, -1.4936, 0.5252, 0.6037, 0.5199, 0.0147, -1.5008, 0.5421, 0.5366, 0.5931, 0.0224, -1.5261, 0.5119, 0.4959, 0.5155, 0.0157, -1.5460, 0.5216, 0.4979, 0.5205, 0.0121, -1.5195, 0.5112, 0.5249, 0.5061, 0.0163, -1.5652, 0.5139, 0.5228, 0.5234, -0.0124, -1.5544, 0.5203, 0.5134, 0.5187, 0.0085, -1.5115, 0.6534, 0.5287, 0.5339, 0.0135, -1.5201, 0.5042, 0.5076, 0.5081, 0.0156, -1.5306, 0.5159, 0.4983, 0.4907, 0.0181, -1.5372, 0.5638, 0.5301, 0.5244, 0.0119, -1.5522, 0.5226, 0.5085, 0.5065, -0.0198, -1.5544, 0.5065, 0.5228, 0.5098, 0.0132, -1.5421, 0.5216, 0.4883, 0.5253, 0.0129, -1.5530, 0.5237, 0.5202, 0.4911, 0.0116],
  "energy_ev": -659149.242,
  "orbital_gap_ev": 8.605,
  "multiplicity": 1,
  "max_force_ha_per_bohr": 0.0381
}